The following is a DFT calculation (the ωB97M-V functional and the def2-TZVPD basis) of a cluster of 2 separate species, C2H5N2 in total.

Geometry as XYZ:
```
9
Properties=species:S:1:pos:R:3:forces:R:3
C -1.792 -0.505 0.041 -0.90 -0.16 1.07
C 2.019 0.108 -0.033 1.57 3.28 0.42
N 1.145 -0.722 -0.022 -3.89 -1.21 -0.20
N -0.715 0.113 -0.047 3.01 3.10 -0.07
H -1.779 -1.562 0.269 0.03 -0.29 -0.46
H -2.757 0.030 0.102 0.47 -0.22 -0.32
H 2.013 1.271 0.053 0.03 -2.15 -0.32
H 2.965 -0.486 -0.059 -0.14 0.51 0.02
H -0.703 1.221 -0.084 -0.18 -2.86 -0.14
```
Forces are in eV/Å.

The spin multiplicity is 1. As for the net charge: +1. Its gap between HOMO and LUMO is 9.904 eV. For the energy above the lowest of the compared OMol25 structures with the same formula, charge and spin, the calculation gives 291.5 kJ/mol.

=====

The following is a DFT calculation (the ωB97M-V functional and the def2-TZVPD basis) of a structure of composition C15H23BN6SiSn.

Geometry as XYZ:
```
47
Properties=species:S:1:pos:R:3:forces:R:3
H -0.266 2.788 1.033 -0.30 -0.59 0.31
N 0.030 1.534 -0.712 0.06 0.17 1.33
B 0.691 0.643 -3.012 -0.53 0.58 0.48
N 0.575 1.812 -1.953 -0.16 -0.07 -0.17
C 0.853 3.121 -2.002 0.36 -0.87 -0.61
Sn -0.896 -0.465 -0.080 1.74 4.13 2.55
H 1.282 3.571 -2.878 0.02 0.02 -0.15
C 0.536 3.680 -0.789 0.19 0.33 -0.02
H 0.644 4.698 -0.544 0.06 0.90 0.31
C 0.046 2.660 0.017 0.16 -0.71 -1.31
H 1.109 1.004 -4.091 0.01 -0.25 0.65
C -1.241 -2.559 -0.050 -1.45 -1.70 -0.16
H -1.471 -2.311 0.961 0.10 -0.91 1.31
H -0.323 -3.091 -0.289 -0.50 -0.01 -0.13
H -2.194 -2.587 -0.600 0.94 -0.76 -0.18
N -0.746 0.079 -3.135 -1.37 -0.75 -0.07
N 1.579 -0.475 -2.310 0.90 -0.18 -0.54
N -1.422 -0.364 -2.021 -0.50 -0.60 -2.36
N 1.192 -1.042 -1.094 1.17 -1.61 0.87
C -1.595 -0.045 -4.183 -0.18 -0.58 1.31
C 2.746 -1.013 -2.680 -1.67 2.41 -1.55
H -1.333 0.229 -5.175 0.30 0.29 -0.53
H 3.215 -0.662 -3.589 0.08 -0.20 0.05
C -2.788 -0.611 -3.723 -0.38 0.00 -0.87
C 3.128 -1.933 -1.750 1.39 -0.93 0.27
C -2.659 -0.826 -2.371 0.75 0.58 -0.16
C 2.143 -1.940 -0.771 -1.80 1.30 0.27
H -3.665 -0.834 -4.313 0.16 0.04 -0.04
H 4.035 -2.496 -1.791 0.26 -0.37 0.11
H -3.400 -1.262 -1.655 0.96 0.71 -0.77
H 2.159 -2.559 0.112 -0.40 0.19 0.19
H -2.515 0.041 0.060 -0.44 -0.19 0.54
C 1.607 -0.778 5.525 0.16 -0.09 -0.58
Si 0.042 0.093 4.971 -0.33 -0.22 2.28
C -1.509 -0.786 5.649 0.05 -0.01 -0.71
C 0.054 1.865 5.578 0.04 0.30 -0.63
C 0.001 0.005 3.105 -0.49 -0.40 -2.65
C -0.151 -0.147 1.877 0.44 0.01 1.62
H 1.770 -0.851 6.609 -0.31 0.17 -0.28
H 2.460 -0.243 5.089 0.01 -0.11 0.14
H 1.622 -1.793 5.110 0.06 0.05 0.13
H -1.611 -0.787 6.746 0.33 0.16 -0.42
H -2.407 -0.300 5.235 0.19 -0.17 0.15
H -1.516 -1.835 5.313 -0.06 0.25 0.13
H 0.949 2.368 5.194 -0.07 0.04 0.09
H -0.812 2.407 5.181 0.06 0.00 0.09
H 0.049 1.992 6.669 0.00 -0.38 -0.28
```
Forces are in eV/Å.

The spin multiplicity is 1. As for the net charge: +2. Its gap between HOMO and LUMO (spin up / spin down) is 3.055 / 4.475 eV. For the energy above the lowest of the compared OMol25 structures with the same formula, charge and spin, the calculation gives 479.1 kJ/mol.

=====

The following is a DFT calculation (the ωB97M-V functional and the def2-TZVPD basis) of an isolated molecule of C20H20N2O2S2.

Geometry as XYZ:
```
46
Properties=species:S:1:pos:R:3:forces:R:3
C 0.283 1.566 -7.926 -0.13 2.17 1.94
C -1.086 1.040 -7.472 0.45 2.02 -1.33
O -1.569 1.855 -6.433 -0.75 -0.75 1.02
C -1.456 1.422 -5.111 1.57 -1.41 -2.34
C -1.388 2.491 -4.286 -0.59 2.12 4.01
C -1.107 2.305 -2.918 0.04 0.16 -1.65
C -0.662 1.055 -2.482 -0.85 2.32 0.69
N -0.301 0.937 -1.149 -0.08 -4.04 0.40
C -0.184 -0.373 -0.913 1.15 1.17 -1.03
N 0.303 -0.960 0.279 1.26 1.86 -0.38
C 1.431 -0.496 0.758 -2.42 -0.78 -2.38
C 1.735 -0.890 2.149 -2.04 -1.74 -0.33
C 0.739 -0.184 3.051 1.32 2.83 1.53
O 0.679 1.054 2.960 -0.48 -2.27 0.15
C 0.170 -0.914 4.252 -0.56 -1.15 -1.43
C -0.267 -2.239 4.144 0.48 -0.98 -1.02
C -0.673 -2.972 5.266 -0.07 0.23 -0.99
C -0.810 -2.371 6.490 1.90 3.30 1.38
C -1.167 -3.128 7.703 -0.86 0.28 1.57
C -0.319 -1.012 6.667 0.30 0.03 -2.94
C 0.157 -0.331 5.492 -1.31 -2.61 2.00
S 2.715 0.434 -0.223 -0.61 -0.25 0.55
C 2.535 2.198 0.305 -0.80 -1.12 0.77
S -0.385 -1.439 -2.386 0.15 -0.03 1.48
C -0.734 -0.054 -3.325 -0.38 1.20 -0.10
C -1.147 0.100 -4.656 -0.03 0.39 0.32
H 1.047 1.343 -7.152 -0.38 0.47 -0.33
H 0.653 1.190 -8.816 0.40 -1.33 -1.87
H 0.241 2.706 -8.153 -0.08 -1.83 0.88
H -1.092 0.034 -7.186 0.15 -1.60 0.23
H -1.770 1.206 -8.300 -0.28 -0.33 -0.08
H -1.648 3.560 -4.473 0.19 -1.32 -0.92
H -1.234 3.182 -2.276 0.44 -0.62 0.10
H 1.679 -1.988 2.337 0.28 0.78 -0.54
H 2.698 -0.531 2.167 2.39 0.70 1.75
H -0.190 -2.754 3.142 -0.21 0.57 1.24
H -0.845 -4.045 5.231 -0.24 0.16 -0.38
H -0.218 -3.575 8.143 -1.48 0.01 -0.50
H -1.588 -2.399 8.497 0.62 -1.30 -1.21
H -1.990 -3.823 7.392 0.99 0.03 0.90
H -0.197 -0.398 7.577 -0.51 -1.08 -0.18
H 0.647 0.556 5.581 0.92 2.70 0.42
H 2.577 2.254 1.403 -0.10 0.04 -0.42
H 1.553 2.497 -0.063 0.27 0.32 0.07
H 3.363 2.745 -0.113 0.18 0.08 -0.34
H -1.176 -0.856 -5.173 -0.22 0.62 -0.75
```
Forces are in eV/Å.

The spin multiplicity is 1. The structure (SMILES) is CCOc1ccc2nc(/N=C(/CC(=O)c3ccc(C)cc3)SC)sc2c1. As for the net charge: 0. Its gap between HOMO and LUMO is 7.920 eV. For the energy above the lowest of the compared OMol25 structures with the same formula, charge and spin, the calculation gives 404.1 kJ/mol.

=====

The following is a DFT calculation (the ωB97M-V functional and the def2-TZVPD basis) of an isolated molecule of C4H7N3O2.

Geometry as XYZ:
```
16
Properties=species:S:1:pos:R:3:forces:R:3
C -2.663 -0.558 -0.343 -0.78 2.94 -0.38
N -1.856 0.565 -0.332 -2.99 -7.24 0.37
N -0.673 0.065 0.199 -2.96 -1.75 0.64
C -0.707 -1.239 0.853 2.86 -0.21 -0.02
C 0.280 0.930 0.192 2.09 4.06 -2.47
O 0.108 2.078 -0.252 0.88 -1.12 1.04
C 1.611 0.460 0.587 0.07 1.39 2.45
N 2.273 -0.515 0.163 1.39 0.02 -0.91
O 1.738 -0.973 -1.030 -3.94 4.41 1.57
H -3.625 -0.467 -0.792 -0.57 0.88 -0.45
H -2.605 -1.640 0.061 -0.36 2.72 -0.73
H -1.203 -1.038 1.917 0.87 -1.19 -2.28
H -1.287 -1.921 0.092 2.60 0.70 2.39
H 0.452 -1.518 0.859 -3.01 0.08 0.74
H 1.965 1.057 1.456 0.31 -0.93 -0.54
H 2.205 -1.669 -1.283 3.53 -4.76 -1.41
```
Forces are in eV/Å.

The spin multiplicity is 1. The structure (SMILES) is C=NN(C)C(=O)/C=N\O. As for the net charge: 0. Its gap between HOMO and LUMO is 9.559 eV. For the energy above the lowest of the compared OMol25 structures with the same formula, charge and spin, the calculation gives 680.8 kJ/mol.

=====

Which value of net charge does entry 2 give? +2